# 1
# C18H20AsBN7NiO6S3

C18H20AsBN7NiO6S3 as an isolated structure (wB97M-V/def2-TZVPD, OMol25).

XYZ file:
```
57
Properties=species:S:1:pos:R:3:lowdin_spin:R:1
Ni 0.95950 0.95798 0.05939 0.949
C -2.80956 -0.11364 -3.56894 0.000
C -2.92168 -0.41560 -2.19861 0.004
N -2.35570 0.51747 -1.44248 0.006
N -1.87047 1.43619 -2.30726 0.000
C -2.13037 1.08417 -3.58279 0.002
B -1.13923 2.74895 -1.89200 0.000
N 0.33190 2.70200 -2.35995 -0.001
C 0.94884 3.50977 -3.24283 0.000
C 2.24408 3.06087 -3.40661 0.000
C 2.32654 1.94554 -2.55675 0.001
N 1.17162 1.73710 -1.94158 0.006
N -1.22430 2.95493 -0.35999 0.000
C -2.03843 3.81678 0.27279 -0.001
C -1.91934 3.61854 1.63273 0.001
C -0.98564 2.57901 1.73883 0.002
N -0.57576 2.18661 0.54242 0.014
H -3.15552 -0.68596 -4.41476 0.000
H -3.38421 -1.27180 -1.72572 0.000
H -1.80922 1.70729 -4.40483 0.000
H -1.67113 3.69045 -2.44417 0.000
H 0.42134 4.33939 -3.68811 0.000
H 3.01335 3.48078 -4.03386 0.000
H 3.16091 1.29212 -2.35299 0.000
H -2.64610 4.50396 -0.29412 0.000
H -2.42710 4.14149 2.42587 0.000
H -0.59335 2.10155 2.62389 0.000
O 1.72273 -3.76955 1.05352 0.002
As 2.50625 -2.19395 0.68554 0.007
O 4.09218 -2.56716 0.70444 0.012
O 1.70267 -2.06962 -0.88812 0.079
C 1.71598 -1.17906 2.13034 0.001
C 0.86338 -1.79955 3.03284 0.001
C 0.44034 -1.10709 4.16001 -0.001
C 0.89051 0.18495 4.40646 -0.001
C 1.74307 0.81402 3.51437 -0.001
C 2.13462 0.13887 2.36654 0.001
S 3.21706 0.92316 1.20349 -0.001
O 2.68864 2.25048 0.93062 0.014
O 4.55340 0.86145 1.71917 0.001
O 2.96599 0.01304 0.01760 0.015
H 2.48206 -4.33136 1.25855 0.000
H 0.53910 -2.81153 2.84295 0.001
H -0.24251 -1.58326 4.85346 0.000
H 0.56838 0.70763 5.29950 0.000
H 2.09271 1.82534 3.68098 0.000
S 0.16885 -1.30210 -1.02330 0.141
C -0.86600 -2.50087 -0.43829 0.403
N -0.79663 -3.80305 -0.92315 0.159
C -1.34241 -4.75620 0.03791 0.011
C -2.52280 -4.03748 0.66979 0.010
S -1.90799 -2.35693 0.96012 0.142
H 0.13008 -4.02962 -1.26249 0.010
H -0.59881 -5.00156 0.80250 0.004
H -1.66039 -5.66716 -0.46989 0.001
H -2.83246 -4.48017 1.61373 0.001
H -3.36896 -3.99763 -0.01674 0.002
```

ΔE to the lowest compared entry with this formula, charge and spin, kcal per mole: 0.00
Frontier orbital gap (alpha / beta), eV: 6.3 / 6.3
Multiplicity: 3
Total charge: -1
Highest occupied orbital energy (alpha / beta), eV: -3.980 / -3.991
LUMO (alpha / beta), hartree: 0.085 / 0.085


# 2
# C18H20B2Ba2Br10O16

C18H20B2Ba2Br10O16 as an isolated structure (wB97M-V/def2-TZVPD, OMol25).

XYZ file:
```
68
Properties=species:S:1:pos:R:3:mulliken_charge:R:1
Ba 7.12738 -14.50992 15.79081 1.849
Ba 9.96768 -13.90695 5.42241 1.883
O 9.28793 -15.77530 7.40527 -0.448
C 8.67667 -16.28653 8.38353 0.463
O 7.80370 -15.67131 9.13576 -0.427
B 7.55988 -16.50779 10.35604 1.180
O 8.60526 -17.59564 10.32573 -0.522
C 9.24919 -17.50896 9.19205 0.492
O 10.16887 -18.23179 8.73527 -0.557
O 6.17905 -16.98445 10.39739 -0.327
C 5.55677 -16.64878 11.45461 0.266
O 4.39185 -16.78074 11.73107 -0.508
C 6.49067 -15.76369 12.23685 0.733
O 7.63016 -15.75408 11.59603 -0.881
O 6.31529 -15.26076 13.33727 -0.548
O 9.40456 -14.46078 14.32396 -0.802
C 9.38728 -13.68831 13.33324 0.889
O 10.35226 -13.51006 12.43284 -0.293
B 9.96931 -12.45865 11.47760 0.788
O 8.73971 -11.86806 12.03468 -0.317
C 8.30608 -12.63616 13.11417 0.546
O 7.31220 -12.51087 13.86599 -0.695
O 10.91240 -11.32728 11.27980 -0.469
C 11.24270 -11.21021 10.02129 0.314
O 12.05158 -10.43092 9.46209 -0.577
C 10.55175 -12.35173 9.27720 0.520
O 9.85529 -13.08787 10.13210 -0.334
O 10.56060 -12.62051 8.10004 -0.481
Br 4.26628 -14.60871 7.49079 -0.168
C 2.97226 -15.82921 8.22108 0.085
C 2.80686 -16.91082 7.11824 -0.608
Br 1.70904 -18.40057 7.82068 -0.177
H 2.08789 -15.19677 8.29861 0.319
H 3.32436 -16.16005 9.19815 -0.337
H 3.81371 -17.29003 6.94351 0.374
H 2.40688 -16.39901 6.24293 0.476
Br 3.28574 -20.06175 11.29963 -0.180
C 4.65540 -19.84899 9.80846 -0.390
C 6.06007 -20.32200 10.36089 -0.178
Br 7.28034 -20.36922 8.82209 -0.144
H 4.69843 -18.81900 9.45439 -0.017
H 4.35427 -20.36562 8.89713 0.548
H 6.04861 -21.25384 10.92626 0.511
H 6.49522 -19.53545 10.97738 -0.056
Br 15.42133 -19.39687 7.77360 -0.116
C 14.63439 -17.69518 7.24157 -0.562
C 13.36219 -17.56797 8.03635 -0.663
Br 12.37640 -15.93459 7.69940 -0.044
H 14.38478 -17.73690 6.18136 0.339
H 15.35217 -16.88413 7.36432 0.390
H 13.61496 -17.69348 9.08918 0.446
H 12.69472 -18.36860 7.71760 0.306
Br 8.37899 -20.84855 5.47623 -0.128
C 9.43878 -19.48537 4.53697 -0.642
C 9.79303 -18.28118 5.45970 -0.009
Br 10.74078 -16.84794 4.41221 -0.331
H 8.85088 -19.24311 3.65165 0.425
H 10.38295 -19.93658 4.23193 0.392
H 10.54705 -18.58800 6.18454 0.230
H 8.90609 -17.90072 5.96635 0.156
Br -1.81700 -15.41718 11.48566 -0.151
C -0.33863 -16.30431 10.51784 -0.676
C 0.90589 -16.49278 11.28398 0.032
Br 1.89868 -14.84824 11.37927 -0.164
H -0.19077 -15.85732 9.53476 0.312
H -0.81236 -17.27516 10.37255 0.408
H 1.60975 -17.11859 10.73532 -0.237
H 0.77966 -16.90699 12.28428 0.490
```

ΔE to the lowest compared entry with this formula, charge and spin, kcal per mole: 65.97
Frontier orbital gap, eV: 6.7
Multiplicity: 1
Total charge: +2
Highest occupied orbital energy, eV: -12.778
LUMO, hartree: -0.224


# 3
# C18H20BrGaN8O3S

C18H20BrGaN8O3S as an isolated structure (wB97M-V/def2-TZVPD, OMol25).

XYZ file:
```
52
Properties=species:S:1:pos:R:3:mulliken_charge:R:1
Ga -0.12120 0.67956 0.65715 0.547
C 3.62909 2.95860 1.36041 -1.789
C 2.32615 2.39931 0.91692 0.857
N 1.84328 1.26579 1.25055 0.400
N 2.43259 0.47411 2.20171 -0.683
C 1.60194 -0.10004 3.10533 0.787
N 2.15664 -0.87260 4.03141 -0.422
S -0.06385 0.18835 3.05861 -0.474
C 1.38446 3.19416 0.08636 0.509
C 1.71382 4.39933 -0.49555 -0.856
C 0.71392 5.11471 -1.14967 -0.523
C -0.57093 4.60835 -1.17357 -0.927
C -0.81779 3.38025 -0.57509 0.103
N 0.14266 2.68599 0.02568 0.169
H 3.98931 2.46942 2.26322 0.467
H 4.37641 2.83001 0.57234 0.356
H 3.53809 4.02412 1.56119 0.471
H 3.41994 0.27541 2.15297 0.307
H 3.15399 -0.96437 4.14369 0.207
H 1.56655 -1.26915 4.74482 0.251
H 2.72286 4.78309 -0.44434 0.493
H 0.94198 6.06226 -1.61908 0.468
H -1.38010 5.14739 -1.64527 0.473
H -1.80579 2.93940 -0.56417 0.482
Br 1.80714 0.62831 -2.44974 -0.028
C -0.05212 0.32297 -2.54924 0.161
C -0.64766 0.05644 -3.76952 -0.647
C -2.01785 -0.16183 -3.78688 -0.496
C -2.73898 -0.11329 -2.60111 -0.949
C -2.05675 0.16653 -1.43606 1.036
N -0.73411 0.38470 -1.41442 0.182
C -2.73825 0.24808 -0.08012 0.184
O -3.85865 -0.17411 0.05746 -0.664
O -1.99857 0.80989 0.84058 -0.579
H -0.05433 0.02580 -4.67130 0.493
H -2.51607 -0.36883 -4.72501 0.475
H -3.80569 -0.28096 -2.55797 0.606
C -1.07106 -5.65500 0.21747 -1.083
N -0.85716 -4.21650 0.28642 0.043
C 0.43231 -3.54608 0.25743 -0.079
C -0.01547 -2.10530 0.35829 0.004
O 0.76574 -1.10986 0.36885 -0.472
N -1.32172 -2.01343 0.43710 0.019
C -1.80333 -3.28358 0.38911 0.129
N -3.10216 -3.50565 0.43152 -0.282
H -0.11694 -6.14223 0.03796 0.401
H -1.73859 -5.90446 -0.60798 0.372
H -1.48130 -6.03609 1.15347 0.361
H 0.97397 -3.73749 -0.67107 0.361
H 1.06450 -3.83055 1.10089 0.340
H -3.71203 -2.70154 0.49508 0.205
H -3.49891 -4.42939 0.42317 0.233
```

ΔE to the lowest compared entry with this formula, charge and spin, kcal per mole: 0.00
Frontier orbital gap, eV: 8.4
Multiplicity: 1
Total charge: +2
Highest occupied orbital energy, eV: -14.889
LUMO, hartree: -0.238


# 4
# C18H20Cl5N2O4SbSn

C18H20Cl5N2O4SbSn as an isolated structure (wB97M-V/def2-TZVPD, OMol25).

XYZ file:
```
51
Properties=species:S:1:pos:R:3:mulliken_charge:R:1
Sn 2.25796 -0.18984 -0.70653 0.584
Cl 2.17174 0.12309 -3.87686 -0.193
C 0.67021 -0.63816 -3.36152 0.538
C 0.57103 -0.96136 -2.01740 -0.920
C -0.57049 -1.62731 -1.62562 0.606
Cl -0.65387 -2.24936 0.02912 -0.093
C -1.63577 -1.85760 -2.48676 0.022
Cl -3.09439 -2.60474 -1.93912 -0.138
C -1.52805 -1.47377 -3.83456 0.216
Cl -2.82528 -1.75027 -4.95265 -0.180
C -0.33618 -0.88820 -4.28223 0.036
Cl -0.19306 -0.46635 -5.93479 -0.192
C 1.41177 -0.19668 3.18275 -0.808
C 2.08165 -1.31276 2.50140 -0.055
N 2.23470 -1.45560 1.19901 0.080
C 2.88215 -2.66931 0.97181 0.170
C 3.10075 -3.25553 2.13979 0.073
N 2.62109 -2.39472 3.09817 -0.059
C 3.69409 -4.56717 2.56320 0.523
O 4.05805 -5.34385 1.58830 -0.552
O 3.83302 -4.79127 3.73406 -0.619
C 3.34150 -3.04397 -0.40817 0.764
O 3.81034 -4.17063 -0.63514 -0.776
O 3.19762 -2.09563 -1.26585 -0.521
H 1.08727 0.49556 2.39176 -0.185
H 2.05075 0.29880 3.88665 0.429
H 0.52164 -0.56982 3.72205 0.316
H 2.67664 -2.60631 4.11504 0.299
H 3.92206 -4.95489 0.64566 0.446
C -1.58498 2.78279 2.73874 -0.989
C -1.04678 3.24652 1.38402 -0.866
Sb -0.66219 1.56515 0.06287 0.350
C -2.70476 0.83434 0.11767 -0.376
C -3.76403 1.92403 -0.14242 -1.124
C -0.73364 2.55957 -1.88332 -0.489
C -1.14503 4.00329 -1.90709 -1.263
H -1.60857 3.60398 3.47088 0.377
H -1.00322 2.00479 3.22705 0.145
H -2.59209 2.37895 2.65807 0.272
H -0.13784 3.81294 1.52040 0.560
H -1.77459 3.92062 0.90118 0.394
H -2.86325 0.38459 1.09585 0.482
H -2.79095 -0.00215 -0.60104 0.019
H -3.57453 2.83244 0.44748 0.243
H -4.77101 1.61158 0.11234 0.412
H -3.79835 2.24775 -1.18496 0.289
H -1.35530 1.89946 -2.48416 0.383
H 0.28037 2.41299 -2.26659 0.397
H -2.13053 4.17633 -1.46369 0.259
H -1.14191 4.41146 -2.92271 0.388
H -0.45575 4.60623 -1.32218 0.328
```

ΔE to the lowest compared entry with this formula, charge and spin, kcal per mole: 0.00
Frontier orbital gap, eV: 8.3
Multiplicity: 1
Highest occupied orbital energy, eV: -8.495
LUMO, hartree: -0.005


# 5
# C18H20ClNO5S2

The molecule C18H20ClNO5S2 (wB97M-V/def2-TZVPD, OMol25).

XYZ file:
```
47
Properties=species:S:1:pos:R:3:mulliken_charge:R:1
C 2.97082 4.10233 0.21343 -1.539
C 2.12714 2.93341 0.61395 1.050
C 1.99684 1.83951 -0.23768 -1.093
C 1.23341 0.74349 0.12256 -0.093
C 0.59670 0.74363 1.34969 0.030
S -0.38155 -0.66274 1.86619 1.422
O -1.42695 -0.92320 0.89214 -0.528
O -0.82115 -0.44560 3.21751 -0.761
C 0.74475 -2.11746 1.86502 0.139
C 1.91289 -1.79646 2.77209 -1.528
C 1.16899 -2.46433 0.44540 0.064
O 2.33051 -2.54192 0.10798 -0.657
N 0.12757 -2.72175 -0.37563 0.011
C 0.33649 -3.00136 -1.78342 -0.713
C -0.87368 -2.63948 -2.61095 -1.037
S -0.92918 -0.84255 -3.01693 1.418
O -1.55730 -0.74254 -4.30823 -0.719
O 0.40063 -0.30644 -2.88351 -0.608
C -1.98916 -0.01211 -1.82567 0.092
C -1.54307 1.17965 -1.29011 -0.503
C -2.31481 1.84528 -0.35639 -0.849
C -3.53394 1.30084 0.01859 0.508
Cl -4.47959 2.09597 1.20971 -0.237
C -4.00390 0.12696 -0.55315 -0.806
C -3.22341 -0.53031 -1.48633 -0.441
C 0.71393 1.81486 2.21467 -0.725
C 1.47518 2.90886 1.84271 -0.827
H 2.81433 4.34803 -0.83436 0.375
H 4.02499 3.85740 0.34236 0.302
H 2.74679 4.97474 0.82145 0.393
H 2.49151 1.84088 -1.19695 0.479
H 1.13124 -0.08397 -0.55937 0.576
H 0.12036 -2.91416 2.27337 0.577
H 2.54634 -1.04277 2.30883 0.256
H 2.51731 -2.68426 2.94317 0.439
H 1.54217 -1.42194 3.72324 0.438
H -0.78613 -2.39553 -0.07933 0.308
H 1.20626 -2.43209 -2.13302 0.396
H 0.56588 -4.06855 -1.89808 0.456
H -1.80247 -2.88828 -2.10632 0.441
H -0.84577 -3.12181 -3.58489 0.429
H -0.58677 1.56530 -1.60361 0.748
H -1.97092 2.76676 0.08681 0.458
H -4.96207 -0.27055 -0.25791 0.447
H -3.57996 -1.43857 -1.94669 0.474
H 0.20317 1.77284 3.16361 0.552
H 1.56558 3.74998 2.51406 0.386
```

Frontier orbital gap, eV: 9.9
Multiplicity: 1
Highest occupied orbital energy, eV: -9.495
LUMO, hartree: 0.015


E_tot, respectively: -176772.8008; -754914.9492; -170298.8418; -105143.4880; -64911.0837 eV.